Record 1
Computed, not measured: C9H7BCo2O6 as an isolated structure, with wB97M-V/def2-TZVPD.

The geometry in XYZ format:
```
25
Properties=species:S:1:pos:R:3:forces:R:3
H 0.1374 -2.9028 -1.5770 -0.251 3.334 1.803
B -0.3941 -3.9306 -2.3690 -3.053 -1.334 -2.166
H -1.4121 -4.3059 -1.7476 1.041 0.583 -0.018
H -0.7599 -3.3272 -3.4158 0.644 -0.087 1.163
H 0.3861 -4.8163 -2.5924 0.699 0.632 0.659
O -3.3375 1.1429 2.3023 2.151 0.541 -0.427
C -2.2399 1.3857 2.0354 -2.872 -1.104 0.328
Co -0.5978 1.8096 1.6310 0.961 -0.804 -0.599
C -0.8836 2.7197 0.1661 -1.183 1.194 -2.770
O -1.1204 3.3873 -0.7448 0.448 -0.892 1.568
C -0.5536 3.0253 2.8916 1.197 1.581 3.176
O -0.5070 3.8360 3.7154 -0.384 -1.371 -1.902
C -0.1221 -0.3796 1.2171 -1.123 -2.099 1.140
C 0.0451 -0.8451 -0.0348 0.113 1.819 2.364
C -0.4999 -1.5654 -1.1255 -1.413 -2.896 -3.671
Co 1.1897 0.5436 0.3809 2.625 0.853 -1.690
C 1.0985 1.2205 -1.2561 1.260 1.504 -2.792
O 1.1039 1.7621 -2.2750 -0.362 -1.303 2.000
C 2.9761 0.0591 0.4631 3.159 0.330 0.472
O 4.1313 -0.1126 0.4727 -4.146 0.309 -0.142
C 1.4496 2.1415 1.2917 0.924 1.468 0.684
O 2.1693 3.0422 1.5187 -1.177 -1.544 -0.335
H -0.2359 -0.8813 2.1854 -0.452 -0.019 -0.509
H -0.4939 -1.0623 -2.1523 0.457 -0.669 1.566
H -1.5291 -1.9461 -0.9810 0.737 -0.027 0.099
```
Positions in Å, forces in eV/Å.

Values from the calculation:
HOMO level: -8.56 eV
Total charge: 0
M: 339.83 g mol⁻¹
Kohn-Sham gap: 5.77 eV

***

Record 2
Computed, not measured: C42H42Br2NOPTl as an isolated structure, with wB97M-V/def2-TZVPD.

The geometry in XYZ format:
```
90
Properties=species:S:1:pos:R:3:forces:R:3
Tl -0.0410 1.0250 -2.8767 0.071 -0.789 -0.326
Br -2.9257 1.8969 -4.1629 -0.258 -0.335 -0.276
C -3.2931 0.1404 -4.9038 -0.166 0.676 -0.150
C -4.1822 0.0841 -5.9403 0.145 0.270 0.218
C -4.4987 -1.1663 -6.4909 -0.028 -0.280 -0.106
C -3.9284 -2.2980 -5.9846 -0.208 -0.036 -0.204
C -3.0193 -2.2416 -4.9126 0.076 0.270 0.152
C -2.4516 -3.4168 -4.3869 0.200 -0.272 0.102
C -1.5636 -3.3338 -3.3502 -0.176 -0.356 -0.210
C -1.1993 -2.0872 -2.8303 0.040 0.718 0.117
C -1.6873 -0.8740 -3.2969 0.472 -0.220 0.123
C -2.6476 -0.9814 -4.3472 0.200 -0.152 0.218
H -4.6281 0.9870 -6.3320 -0.028 0.024 0.037
H -5.1994 -1.2254 -7.3111 -0.051 0.007 -0.086
H -4.1593 -3.2726 -6.3972 -0.095 -0.021 -0.062
H -2.7225 -4.3716 -4.8268 0.000 0.020 0.031
H -1.1095 -4.2296 -2.9403 -0.065 -0.075 0.000
H -0.4875 -2.0805 -2.0123 0.127 -0.016 0.042
N -0.5696 4.1358 -1.9912 -0.471 -0.031 -0.258
C 0.1314 4.9337 -1.1100 0.352 0.177 0.374
C 0.0279 6.3245 -1.1607 -0.056 0.099 -0.098
C 0.7198 7.1144 -0.2632 0.003 -0.052 -0.049
C 1.5473 6.5299 0.6826 0.197 0.171 0.246
C 1.6878 5.1546 0.7152 -0.137 0.113 -0.084
C 0.9944 4.3444 -0.1667 -0.140 -0.297 -0.047
P 1.1148 2.4945 -0.1942 0.301 0.934 0.128
C 2.9337 2.3178 -0.3158 -0.103 -0.170 -0.009
C 3.4404 2.1543 -1.6011 -0.183 -0.013 -0.044
C 4.7775 1.8778 -1.8109 0.172 0.040 -0.095
C 5.6320 1.7463 -0.7289 0.065 -0.026 -0.061
C 5.1432 1.9357 0.5523 0.220 0.028 0.134
C 3.8095 2.2352 0.7609 -0.017 0.046 -0.028
C 0.8167 2.1158 1.5592 -0.189 -0.171 -0.134
C -0.1887 2.7836 2.2529 0.096 0.006 -0.037
C -0.5860 2.3467 3.5029 -0.088 0.058 0.124
C 0.0239 1.2472 4.0855 -0.023 -0.017 0.134
C 1.0050 0.5579 3.3916 0.047 -0.073 0.127
C 1.3824 0.9777 2.1304 -0.031 0.108 0.044
H -0.8870 3.2681 -1.5797 0.021 0.030 -0.142
H -1.2920 4.5939 -2.5250 -0.007 0.060 0.084
H -0.6139 6.7773 -1.9069 -0.071 0.037 -0.001
H 0.6043 8.1901 -0.2910 0.008 0.039 -0.041
H 2.0817 7.1405 1.3948 0.059 0.106 0.052
H 2.3354 4.6908 1.4457 0.093 -0.014 0.095
H 2.7532 2.2185 -2.4354 0.027 -0.028 -0.096
H 5.1531 1.7500 -2.8168 0.000 -0.039 -0.067
H 6.6708 1.4878 -0.8827 0.065 0.019 -0.006
H 5.8086 1.8425 1.3996 0.055 0.006 0.076
H 3.4488 2.3790 1.7693 -0.016 -0.017 0.039
H -0.6723 3.6388 1.8005 -0.036 0.059 -0.006
H -1.3880 2.8598 4.0173 0.003 0.051 0.068
H -0.2705 0.9259 5.0766 -0.049 -0.042 -0.007
H 1.4647 -0.3231 3.8218 -0.011 -0.039 0.007
H 2.1087 0.4121 1.5668 0.050 -0.085 -0.010
C -2.3863 -1.6032 4.5008 -0.023 -0.193 -0.092
C -2.2292 -2.6758 3.4119 -0.052 -0.062 0.104
C -1.5140 -3.8801 4.0332 -0.103 0.223 -0.133
C -3.6109 -3.1428 2.9306 0.172 0.048 0.097
C -1.4540 -2.0652 2.2512 0.050 -0.075 0.053
C -1.9775 -0.9581 1.5901 0.063 0.035 -0.077
C -1.2500 -0.3635 0.5937 -0.226 0.247 -0.192
Br -2.0204 1.1148 -0.3616 -0.460 -0.075 0.399
C 0.0427 -0.7520 0.1696 -0.229 -0.300 0.144
O 0.6790 -0.0459 -0.6886 0.224 -0.337 -0.349
C 0.5184 -1.9445 0.7920 0.044 0.150 -0.325
C -0.2271 -2.5346 1.8027 -0.175 0.014 0.190
C 1.8041 -2.6552 0.3655 0.206 -0.117 -0.046
C 2.7916 -2.7249 1.5416 -0.149 -0.015 -0.144
C 1.4525 -4.0934 -0.0587 0.073 0.150 0.068
C 2.5245 -1.9964 -0.8139 0.054 -0.017 0.062
H -2.9868 -1.9669 5.3350 -0.082 -0.088 0.092
H -2.8605 -0.7118 4.0995 -0.039 0.136 0.003
H -1.4037 -1.3245 4.8760 0.082 0.095 0.056
H -2.0771 -4.2407 4.8937 -0.081 -0.028 0.057
H -0.5192 -3.6065 4.3765 0.155 -0.010 0.041
H -1.4297 -4.6953 3.3177 0.069 -0.118 -0.069
H -4.1676 -3.5899 3.7542 -0.096 -0.047 0.090
H -3.5013 -3.8839 2.1409 -0.009 -0.066 -0.076
H -4.1928 -2.3153 2.5346 -0.089 0.099 -0.055
H -2.9449 -0.5562 1.8487 -0.120 0.067 0.021
H 0.1787 -3.4211 2.2686 0.040 -0.069 0.041
H 2.3211 -3.1459 2.4272 -0.015 -0.050 0.131
H 3.1624 -1.7323 1.7880 0.061 0.141 0.061
H 3.6416 -3.3539 1.2756 0.126 -0.026 -0.016
H 1.0633 -4.6703 0.7772 -0.071 -0.101 0.060
H 2.3412 -4.6004 -0.4351 0.102 -0.058 -0.040
H 0.7013 -4.0834 -0.8455 -0.089 -0.003 -0.092
H 2.7956 -0.9679 -0.5940 0.042 0.044 -0.050
H 1.8956 -1.9917 -1.7008 -0.005 0.065 -0.079
H 3.4341 -2.5553 -1.0405 0.087 -0.165 0.026
```
Positions in Å, forces in eV/Å.

Values from the calculation:
HOMO level: -3.96 eV
Total charge: -1
M: 971.97 g mol⁻¹
Kohn-Sham gap: 6.44 eV

***

Record 3
Computed, not measured: C15H20BN4O7P2SeTc as an isolated structure, with wB97M-V/def2-TZVPD.

The geometry in XYZ format:
```
51
Properties=species:S:1:pos:R:3:forces:R:3
Tc 0.1464 -0.1369 -0.0182 0.022 0.170 -0.048
B -0.2992 -3.4234 0.4309 -0.025 -0.052 0.009
N 1.1472 -2.9156 0.7036 -0.032 -0.012 0.031
C 2.2304 -3.6288 1.0221 0.018 0.047 -0.027
C 3.2992 -2.7654 1.1990 0.015 -0.007 0.028
C 2.7644 -1.5026 0.9672 -0.049 -0.090 -0.023
N 1.4660 -1.6066 0.6716 0.081 0.058 0.036
N -0.6949 -2.9224 -0.9871 -0.018 0.017 0.007
C -1.1355 -3.6128 -2.0411 0.016 0.014 0.005
C -1.4057 -2.7284 -3.0737 -0.014 0.014 -0.013
C -1.0959 -1.4780 -2.5470 0.018 -0.087 0.033
N -0.6735 -1.6120 -1.2880 -0.048 0.059 0.000
H -1.0611 -2.9642 1.2473 0.022 -0.017 -0.015
H -0.2768 -4.6288 0.4188 0.002 0.020 -0.005
H 2.1655 -4.7007 1.0978 -0.003 0.001 0.001
H 4.3134 -3.0150 1.4558 -0.006 0.003 0.006
H 3.2398 -0.5376 0.9968 0.005 0.013 0.000
H -1.2268 -4.6841 -1.9839 -0.001 0.001 0.000
H -1.7676 -2.9591 -4.0600 -0.003 0.001 0.005
H -1.1380 -0.5010 -2.9957 0.002 0.008 -0.004
C 1.6367 4.2528 -2.2917 -0.007 0.008 -0.006
C 1.0916 2.8296 -2.3560 -0.001 -0.033 0.023
O 0.9272 2.3723 -3.6980 0.013 -0.005 -0.011
P -0.5370 2.6835 -1.5284 -0.009 -0.021 0.057
O -0.5703 3.6271 -0.2763 -0.046 0.029 -0.078
O -1.4613 3.4271 -2.5853 -0.009 0.043 -0.023
O -0.9781 1.2812 -1.2970 -0.023 0.029 -0.052
P 2.2798 1.6103 -1.6480 -0.006 0.080 -0.014
O 3.5794 1.7903 -2.5353 -0.012 -0.011 0.019
O 2.7136 2.1587 -0.2647 -0.022 -0.020 0.049
O 1.7148 0.2367 -1.6956 -0.029 -0.054 0.007
H 0.9231 4.9490 -2.7371 0.002 0.002 0.005
H 2.5711 4.3011 -2.8495 0.002 -0.005 -0.001
H 1.8192 4.5569 -1.2626 0.002 0.001 -0.002
H 0.2826 2.9410 -4.1377 -0.003 0.004 0.001
H -0.0142 3.2313 0.4533 0.035 -0.015 0.024
H -2.3756 3.1163 -2.5853 0.010 -0.023 0.008
H 3.5655 1.2131 -3.3102 0.001 0.007 0.000
Se 1.4799 1.7136 1.1537 0.070 -0.008 -0.013
C -0.8788 -0.1057 1.3309 0.068 -0.268 -0.033
C -1.6577 -0.0496 2.5408 -0.053 0.115 0.041
C -1.4929 -1.0329 3.5188 -0.008 0.004 -0.007
C -2.2393 -0.9739 4.6838 0.011 -0.018 0.001
C -3.1484 0.0571 4.8811 -0.004 0.012 -0.013
C -3.3137 1.0377 3.9111 0.004 -0.004 0.019
C -2.5713 0.9881 2.7438 0.017 -0.011 -0.018
H -0.7888 -1.8356 3.3457 0.001 -0.001 -0.003
H -2.1130 -1.7374 5.4402 -0.002 0.002 0.001
H -3.7303 0.0961 5.7929 0.001 0.003 -0.001
H -4.0218 1.8412 4.0668 0.000 -0.001 -0.001
H -2.6894 1.7463 1.9797 -0.004 -0.005 -0.002
```
Positions in Å, forces in eV/Å.

Values from the calculation:
HOMO level: -7.47 eV
Total charge: 0
M: 618.07 g mol⁻¹
Kohn-Sham gap: 7.55 eV

***

Record 4
Computed, not measured: C15H32F6FeN10O6PS3 as an isolated structure, with wB97M-V/def2-TZVPD.

The geometry in XYZ format:
```
74
Properties=species:S:1:pos:R:3:forces:R:3
Fe -0.8686 0.0938 -1.6853 0.014 -0.402 -0.275
N -2.6485 -0.3604 -0.8179 -0.023 0.136 -0.162
C -3.3054 -1.5949 -1.2909 0.077 0.021 0.047
C -2.4495 -2.8057 -0.9436 0.066 0.094 0.094
C -1.2463 -2.9772 -1.8543 0.029 0.074 0.028
N -0.2588 -1.8970 -1.6442 0.049 0.056 -0.186
H -2.5561 -0.3590 0.1943 0.107 -0.009 0.020
H -3.2192 0.4545 -1.0348 -0.058 -0.034 0.056
H -3.4090 -1.5021 -2.3726 -0.051 -0.061 -0.007
H -4.3068 -1.6983 -0.8676 0.015 0.031 0.054
H -3.0538 -3.7137 -0.9444 -0.014 0.020 -0.135
H -2.0845 -2.6799 0.0831 -0.060 -0.098 0.073
H -1.5572 -2.9208 -2.8975 -0.047 -0.040 0.001
H -0.7910 -3.9584 -1.6999 0.037 0.011 0.006
H 0.4158 -1.9449 -2.4020 0.066 -0.081 0.067
H 0.2871 -2.0338 -0.7959 -0.104 0.085 0.095
N 2.4994 -0.7876 0.3013 -0.057 0.019 -0.103
N 2.2223 0.5592 0.6535 0.085 -0.052 0.189
C 0.9442 1.0759 0.3838 -0.043 -0.210 0.128
O 0.7941 2.2862 0.5032 0.021 -0.016 -0.026
O 0.0407 0.1901 0.1278 -0.098 0.183 -0.212
H 3.4134 -1.0039 0.6822 -0.004 -0.018 0.038
H 2.5925 -0.8585 -0.7104 0.059 0.006 0.013
H 2.9476 1.2262 0.4262 -0.045 0.027 -0.085
S -1.8635 2.2493 -2.1291 0.015 0.055 0.239
C -0.8108 3.4607 -1.5354 0.014 -0.038 -0.113
N 0.3704 3.7631 -2.0600 0.029 -0.055 0.038
C 1.1160 4.7026 -1.2250 -0.003 -0.011 0.002
C 0.0468 5.1490 -0.2032 -0.007 -0.013 -0.004
N -1.0838 4.2837 -0.5342 -0.040 0.082 -0.032
H 0.8045 3.1532 -2.7312 -0.010 0.043 0.007
H 1.4909 5.5337 -1.8187 -0.003 -0.001 -0.009
H 1.9433 4.1889 -0.7402 0.007 0.004 0.004
H -0.2272 6.1964 -0.3251 0.008 0.005 0.008
H 0.3739 4.9723 0.8190 -0.003 -0.014 0.002
H -1.8843 4.1364 0.0522 0.008 -0.020 0.017
F 0.1498 1.2340 -6.6247 0.029 -0.012 -0.040
C -0.5550 1.3716 -5.5213 -0.023 -0.005 0.027
F -1.8472 1.3276 -5.8098 -0.011 0.004 0.002
F -0.2660 2.5286 -4.9485 0.015 0.026 0.024
S -0.1861 -0.0758 -4.3763 0.021 -0.039 0.029
O -1.4452 -0.3952 -3.7054 0.017 0.121 0.044
O 0.4190 -1.0709 -5.1996 -0.019 0.016 0.039
N 0.7185 0.4285 -3.1450 0.036 -0.029 -0.111
S 2.2597 0.8235 -3.3956 -0.087 -0.010 0.008
O 2.4367 1.4525 -4.6638 0.026 0.021 0.045
O 2.7372 1.4261 -2.1889 -0.036 -0.014 0.049
C 3.2107 -0.7925 -3.5148 -0.024 0.028 -0.009
F 4.2856 -0.7158 -2.7357 0.076 0.034 -0.001
F 3.5794 -1.0321 -4.7512 -0.026 -0.027 -0.064
F 2.4680 -1.8219 -3.0698 -0.035 -0.028 0.050
C -0.7853 -2.6347 4.7506 0.017 0.002 -0.036
N -0.1047 -2.4639 3.3867 0.006 0.011 0.031
C 1.3158 -1.9102 3.6174 -0.004 0.008 -0.022
N 1.2713 -0.7255 4.3921 0.015 0.010 -0.008
C 0.5908 -0.9515 5.6608 -0.027 0.015 -0.018
N -0.7840 -1.4166 5.4749 0.018 0.048 -0.013
C -1.6332 -0.3797 4.8615 0.032 -0.036 0.012
P -1.0747 0.1717 3.1655 -0.139 0.015 0.153
C -0.9062 -1.5564 2.5001 0.089 -0.022 -0.051
C 0.7080 0.4001 3.6360 -0.021 0.115 -0.006
H -0.2159 -3.4001 5.2792 -0.002 -0.001 0.009
H -1.7980 -2.9871 4.5569 -0.003 -0.003 -0.002
H -0.0184 -3.3782 2.9433 -0.017 -0.001 -0.002
H 1.7403 -1.7239 2.6291 -0.019 -0.027 -0.005
H 1.8574 -2.7032 4.1350 0.003 0.007 0.010
H 0.5766 -0.0225 6.2270 0.008 -0.001 0.007
H 1.1408 -1.7017 6.2323 -0.001 -0.006 -0.005
H -1.6458 0.4854 5.5266 -0.004 -0.001 -0.005
H -2.6614 -0.7457 4.8093 0.013 -0.018 -0.004
H -0.4140 -1.4908 1.5279 0.030 0.026 -0.006
H -1.8953 -2.0064 2.3913 0.006 0.005 -0.032
H 0.7797 1.3072 4.2391 0.007 -0.016 0.023
H 1.3126 0.5662 2.7445 -0.005 0.004 -0.002
```
Positions in Å, forces in eV/Å.

Values from the calculation:
HOMO level (alpha / beta): -10.68 / -10.69 eV
Total charge: +1
M: 745.49 g mol⁻¹
Kohn-Sham gap (alpha / beta): 7.90 / 7.91 eV